[1]
Formula: CH3N
Source: the Open Molecules 2025 dataset
Level of theory: ωB97M-V/def2-TZVPD

- LUMO energy (hartree) = 0.0497
- HOMO energy (Eh) = -0.349
- SMILES = C=N
- electronic energy (eV) = -2574.25680
- ΔE to the lowest compared entry with this formula, charge and spin (kcal per mole) = 13.2

The geometry in XYZ format:
```
5
Properties=species:S:1:pos:R:3:forces:R:3:nbo_charge:R:1
C -0.392 -0.129 -0.026 1.1 -0.8 -0.7 -0.03
N 0.856 0.024 0.008 0.5 -0.6 -0.1 -0.62
H -0.572 -1.097 -0.426 -1.0 -1.0 -0.3 0.15
H -1.309 0.405 0.144 0.1 1.3 0.6 0.15
H 1.417 0.797 0.301 -0.7 1.2 0.5 0.35
```
Positions in Å, forces in eV/Å.



[2]
Formula: C2BrClF2O
Source: the Open Molecules 2025 dataset
Level of theory: ωB97M-V/def2-TZVPD

- LUMO energy (hartree) = -0.0109
- HOMO energy (Eh) = -0.419
- SMILES = O=C(F)[C@](F)(Cl)Br
- electronic energy (eV) = -92120.70596
- ΔE to the lowest compared entry with this formula, charge and spin (kcal per mole) = 0.0

The geometry in XYZ format:
```
7
Properties=species:S:1:pos:R:3:forces:R:3:nbo_charge:R:1
O -0.386 -1.858 0.180 -2.0 -2.7 -0.4 -0.45
C 0.247 -0.914 0.280 2.4 2.5 0.8 0.81
F 1.487 -0.956 0.870 -1.0 0.7 -0.8 -0.33
C -0.235 0.481 -0.215 -0.2 1.3 0.2 0.18
F -1.585 0.523 -0.155 0.4 -0.5 0.2 -0.31
Cl 0.144 0.715 -1.948 0.4 -0.1 0.9 0.04
Br 0.328 2.009 0.986 0.0 -1.2 -1.0 0.06
```
Positions in Å, forces in eV/Å.



[3]
Formula: H26N2O14
Source: the Open Molecules 2025 dataset
Level of theory: ωB97M-V/def2-TZVPD

- LUMO energy (hartree) = -0.0455
- HOMO energy (Eh) = -0.362
- electronic energy (eV) = -32062.31201
- ΔE to the lowest compared entry with this formula, charge and spin (kcal per mole) = 0.0

The geometry in XYZ format:
```
42
Properties=species:S:1:pos:R:3:forces:R:3:nbo_charge:R:1
N -1.743 2.724 -2.152 0.9 1.7 -4.3 -0.83
H -0.776 2.955 -2.029 0.8 0.9 0.7 0.46
H -1.679 1.887 -2.676 -0.3 -1.9 -0.9 0.47
H -2.281 3.401 -2.734 0.6 -0.4 0.8 0.44
H -2.184 2.472 -1.361 -1.9 -1.0 4.0 0.45
N -0.165 -0.060 0.218 3.7 5.2 0.1 0.73
O 0.009 0.531 -0.895 -0.4 -0.6 -1.7 -0.65
O -1.082 0.466 0.883 -0.6 -2.3 0.7 -0.53
O 0.883 -0.562 0.674 -1.9 -0.8 0.3 -0.46
O 0.242 -2.515 2.285 -1.4 0.0 -0.6 -0.94
H 1.108 -2.520 2.627 1.6 -0.4 1.0 0.45
H 0.378 -1.923 1.530 -0.3 -0.4 0.2 0.46
O -0.590 0.607 3.586 -0.2 0.3 0.0 -0.94
H -0.732 0.473 2.645 0.5 -0.9 -0.6 0.47
H -0.856 1.524 3.574 0.0 0.7 0.9 0.45
O -3.773 1.166 0.580 0.3 -0.6 0.2 -0.93
H -3.842 2.094 0.434 -0.5 1.1 -0.1 0.45
H -3.046 1.105 1.213 -0.2 -0.3 0.0 0.49
O 3.084 -2.974 0.530 -0.3 0.1 0.2 -0.98
H 3.321 -2.124 0.959 0.0 -0.3 0.0 0.49
H 3.735 -3.054 -0.159 0.4 -0.2 -0.5 0.47
O 0.824 -2.803 -1.125 0.0 0.4 -0.9 -0.98
H 1.595 -2.736 -0.540 0.1 -0.2 0.4 0.50
H 1.150 -2.401 -1.949 -0.3 -0.2 0.3 0.46
O 3.613 -0.720 1.791 -0.9 0.9 -0.2 -0.93
H 3.204 -0.828 2.652 0.2 -0.2 0.6 0.48
H 2.892 -0.228 1.344 0.7 -0.2 -0.1 0.49
O -2.663 -1.438 2.450 -1.0 -0.5 0.0 -0.92
H -2.355 -1.485 1.551 0.2 -0.3 -0.4 0.45
H -2.215 -0.684 2.803 0.5 0.5 0.7 0.47
O 3.063 -0.019 -1.411 0.3 0.2 -0.5 -0.93
H 2.972 0.227 -2.332 0.8 -0.1 -0.6 0.45
H 2.166 0.181 -1.180 -1.2 -0.2 1.1 0.48
O -2.777 -0.153 -1.719 0.2 -0.8 -2.4 -0.98
H -2.452 -1.026 -2.035 -0.3 0.9 0.3 0.49
H -2.656 -0.154 -0.793 0.0 0.1 1.8 0.49
O 0.745 3.090 0.230 -0.5 1.2 0.0 -0.98
H 1.694 3.234 0.292 0.0 -0.4 -0.1 0.49
H 0.543 2.195 -0.029 0.4 -0.8 -0.2 0.48
O -0.015 -0.195 -3.445 0.4 -0.1 -3.2 -0.96
H -0.132 0.016 -2.555 -0.1 0.3 2.8 0.48
H 0.793 0.253 -3.729 -0.2 -0.3 0.1 0.46
```
Positions in Å, forces in eV/Å.



[4]
Formula: C32H51F3IN14O
Source: the Open Molecules 2025 dataset
Level of theory: ωB97M-V/def2-TZVPD

- net charge = +1
- LUMO energy (hartree) = -0.0953
- HOMO energy (Eh) = -0.428
- electronic energy (eV) = -73162.51929

The geometry in XYZ format:
```
102
Properties=species:S:1:pos:R:3:forces:R:3:lowdin_charge:R:1
C -2.206 2.671 1.731 0.1 0.6 0.6 0.04
N -0.760 2.481 2.124 -0.8 -0.2 -0.9 -0.09
C 0.159 2.804 0.962 0.1 0.6 -0.1 -0.13
C 1.105 3.956 1.320 0.6 -0.5 0.0 -0.26
C 2.569 3.505 1.421 -0.4 0.1 -0.4 -0.61
I 3.378 2.827 -0.471 0.0 0.5 0.6 0.91
C -0.613 1.079 2.618 -0.3 -0.5 -0.5 -0.09
O -1.180 0.934 3.897 -0.1 -0.1 -1.1 0.11
C -0.328 1.324 4.858 -0.5 -0.5 1.2 -0.82
F -0.811 1.018 6.022 -1.1 -0.5 1.1 0.22
F 0.837 0.765 4.757 2.0 -1.0 -0.5 0.22
F -0.141 2.616 4.861 0.3 2.4 -0.5 0.21
H -2.797 2.462 2.616 -0.2 -0.1 0.0 0.11
H -2.325 3.713 1.456 -0.1 0.1 -0.2 0.10
H -2.479 2.029 0.903 0.2 -0.1 -0.1 0.12
H -0.579 3.175 2.851 0.2 -0.4 0.2 0.15
H -0.455 3.085 0.117 -0.3 -0.1 -0.1 0.13
H 0.701 1.919 0.660 0.1 -0.3 0.0 0.07
H 0.994 4.751 0.594 0.0 0.1 -0.1 0.11
H 0.860 4.382 2.301 -0.2 0.1 0.0 0.11
H 3.148 4.341 1.788 0.4 0.0 -0.1 0.05
H 2.647 2.666 2.104 0.2 -0.1 0.1 0.03
H 0.409 0.720 2.538 0.3 0.4 0.4 0.16
H -1.185 0.458 1.938 -0.2 0.0 0.0 0.16
C -5.257 5.787 1.268 0.1 -0.1 -0.1 -0.06
C -4.594 5.269 0.069 -1.1 0.8 1.8 -0.30
N -4.081 4.868 -0.857 1.0 -0.8 -1.6 0.14
H -6.225 6.205 1.001 0.0 0.0 0.0 0.09
H -5.403 4.981 1.985 -0.1 0.0 0.0 0.08
H -4.645 6.566 1.720 0.0 0.0 0.0 0.08
C 1.562 -1.393 -1.265 -0.1 0.4 0.5 -0.10
C 1.203 -0.009 -1.559 0.4 -1.9 0.2 -0.31
N 0.962 1.067 -1.832 -0.7 1.6 -0.2 0.10
H 2.220 -1.433 -0.397 0.1 0.1 -0.1 0.07
H 0.669 -1.970 -1.068 -0.1 0.0 0.0 0.03
H 2.074 -1.820 -2.113 0.0 -0.1 -0.1 0.04
C -2.639 -3.893 -1.420 0.2 0.1 -0.1 -0.07
C -1.603 -3.117 -2.100 -1.5 -1.1 0.9 -0.25
N -0.799 -2.516 -2.627 1.1 1.0 -1.0 0.15
H -2.239 -4.858 -1.116 -0.1 0.0 -0.1 0.08
H -2.983 -3.353 -0.543 0.0 0.0 0.1 0.08
H -3.481 -4.057 -2.086 0.0 -0.1 0.0 0.05
C -6.809 2.911 -2.373 0.0 0.0 0.2 -0.06
C -6.840 2.654 -0.933 0.1 0.4 -2.2 -0.30
N -6.864 2.455 0.182 0.1 -0.3 2.1 0.12
H -7.417 3.783 -2.603 0.0 0.0 0.0 0.09
H -5.786 3.096 -2.694 0.0 0.0 0.0 0.08
H -7.206 2.055 -2.915 0.0 0.0 0.0 0.06
C 4.580 -1.473 -4.401 -0.1 -0.1 0.1 -0.04
C 4.408 -2.005 -3.050 0.4 0.7 -1.8 -0.28
N 4.270 -2.416 -2.002 0.0 -0.6 1.7 0.15
H 3.898 -0.639 -4.559 0.0 0.0 0.0 0.08
H 5.603 -1.126 -4.530 0.0 0.0 0.0 0.08
H 4.372 -2.254 -5.128 0.0 0.0 0.0 0.09
C 5.489 -3.689 1.011 0.2 0.0 0.1 -0.08
C 6.646 -3.848 1.895 -1.6 0.2 -1.2 -0.29
N 7.544 -3.968 2.577 1.4 -0.2 1.1 0.13
H 4.582 -3.589 1.604 0.0 0.0 0.0 0.08
H 5.611 -2.802 0.395 -0.1 0.0 -0.1 0.05
H 5.394 -4.558 0.364 0.0 0.0 0.0 0.07
C -6.941 -5.541 -1.603 0.2 -0.1 -0.1 -0.06
C -5.621 -6.045 -1.983 -1.7 0.6 0.5 -0.28
N -4.599 -6.437 -2.280 1.6 -0.5 -0.4 0.14
H -6.914 -4.456 -1.531 0.0 0.0 0.0 0.08
H -7.676 -5.834 -2.351 0.0 0.0 0.0 0.09
H -7.227 -5.952 -0.638 0.0 0.0 0.0 0.09
C 7.649 -5.438 -2.144 -0.2 0.0 -0.1 -0.06
C 6.432 -5.188 -2.921 1.6 -0.4 1.0 -0.28
N 5.489 -4.997 -3.521 -1.5 0.3 -1.0 0.14
H 7.439 -6.148 -1.347 0.0 0.0 0.0 0.08
H 8.422 -5.846 -2.791 0.0 0.0 0.0 0.08
H 8.005 -4.507 -1.707 0.0 0.0 0.0 0.08
C 0.112 -1.739 7.022 0.0 -0.3 0.2 -0.08
C -0.313 -3.004 7.630 0.7 1.8 -0.9 -0.29
N -0.636 -3.981 8.104 -0.6 -1.6 0.7 0.15
H -0.724 -1.050 6.984 0.0 0.0 0.1 0.05
H 0.912 -1.301 7.615 0.0 0.0 0.0 0.09
H 0.476 -1.916 6.011 0.0 0.0 0.0 0.08
C 5.012 5.202 -3.965 -0.3 0.0 -0.1 -0.07
C 4.676 3.792 -3.766 0.5 1.9 -0.3 -0.32
N 4.413 2.698 -3.609 -0.3 -1.7 0.3 0.10
H 4.097 5.794 -3.982 0.0 -0.1 -0.1 0.08
H 5.654 5.550 -3.155 -0.2 -0.1 -0.2 0.02
H 5.533 5.327 -4.912 0.0 0.0 0.0 0.09
C -3.101 -2.568 5.541 -0.2 0.0 0.0 -0.07
C -4.465 -2.356 5.057 1.9 -0.3 0.6 -0.29
N -5.519 -2.189 4.675 -1.7 0.3 -0.7 0.13
H -3.126 -2.893 6.579 0.0 0.0 0.0 0.08
H -2.609 -3.334 4.942 0.0 0.0 0.0 0.09
H -2.537 -1.640 5.470 0.0 0.0 0.0 0.05
C 7.537 2.465 -1.161 0.0 0.1 0.0 -0.06
C 7.245 3.836 -1.578 0.4 -1.9 0.6 -0.26
N 7.004 4.894 -1.905 0.1 1.6 -0.1 0.15
H 8.245 2.475 -0.335 0.0 0.0 0.0 0.09
H 6.617 1.978 -0.842 0.0 0.0 0.0 0.04
H 7.964 1.912 -1.994 0.0 0.0 0.0 0.09
C -7.216 -0.657 -5.103 0.0 0.2 -0.1 -0.07
C -7.462 0.706 -5.580 0.4 -2.1 0.7 -0.30
N -7.657 1.752 -5.964 -0.3 2.0 -0.6 0.14
H -6.460 -0.644 -4.320 0.0 0.0 0.0 0.08
H -8.136 -1.080 -4.705 0.0 0.0 0.0 0.08
H -6.865 -1.277 -5.925 0.0 0.0 0.0 0.08
```
Positions in Å, forces in eV/Å.



[5]
Formula: C44H42I2KN3O5P2S2
Source: the Open Molecules 2025 dataset
Level of theory: ωB97M-V/def2-TZVPD

- net charge = -2
- LUMO energy (hartree) = 0.1356
- HOMO energy (Eh) = -0.023
- electronic energy (eV) = -133792.53370
- ΔE to the lowest compared entry with this formula, charge and spin (kcal per mole) = 8.0

The geometry in XYZ format:
```
101
Properties=species:S:1:pos:R:3:forces:R:3:lowdin_charge:R:1
K -0.259 -0.283 -1.155 2.6 -1.7 1.2 0.53
C -2.068 -4.309 -0.578 -0.1 0.1 0.0 -0.06
C -3.488 -3.831 -0.378 0.1 0.0 0.0 -0.25
C -4.551 -4.625 -0.801 0.0 0.0 0.1 -0.06
C -5.870 -4.223 -0.631 0.1 0.0 0.0 -0.11
C -6.137 -3.010 -0.017 0.0 0.0 0.0 -0.10
C -5.084 -2.204 0.402 0.0 -0.1 0.1 -0.10
C -3.758 -2.584 0.219 0.1 -0.1 -0.2 -0.29
P -2.307 -1.554 0.709 -0.5 -0.2 1.2 1.11
C -2.991 0.145 0.776 0.3 0.1 0.1 -0.32
C -3.895 0.662 -0.043 -0.2 0.1 -0.2 -0.09
C -4.231 2.143 0.065 0.0 0.0 0.3 -0.16
C -4.571 3.454 2.274 -0.1 -0.1 -0.2 -0.06
C -3.659 2.961 3.097 0.1 -0.1 0.0 -0.06
C -3.301 1.481 3.018 0.0 0.0 0.0 -0.34
C -2.621 1.031 4.314 0.0 0.0 -0.1 -0.02
C -2.145 -1.962 2.491 0.1 -0.1 0.0 -0.33
C -3.150 -2.583 3.233 0.1 0.2 0.0 -0.15
C -2.998 -2.949 4.568 0.1 0.1 -0.1 -0.16
C -1.752 -2.688 5.174 0.0 0.1 -0.1 -0.16
C -0.725 -2.098 4.483 -0.1 -0.1 0.0 -0.10
C -0.841 -1.700 3.093 0.1 0.1 -0.1 -0.38
C 0.213 -1.084 2.439 -0.1 -0.1 0.3 -0.08
H -2.053 -5.317 -1.002 0.0 0.1 0.0 0.07
H -1.512 -4.314 0.364 0.0 0.0 0.0 0.08
H -1.539 -3.631 -1.254 0.0 0.0 0.1 0.05
H -4.334 -5.576 -1.278 0.0 0.0 0.0 0.10
H -6.680 -4.854 -0.979 0.0 0.0 0.0 0.09
H -7.161 -2.685 0.134 0.0 0.0 0.0 0.09
H -5.299 -1.263 0.895 0.0 0.0 0.0 0.08
H -4.386 0.079 -0.814 0.0 0.0 0.1 0.12
H -4.733 2.452 -0.851 -0.1 0.1 0.0 0.13
H -4.856 4.501 2.272 0.0 -0.1 0.0 0.10
H -3.175 3.569 3.856 0.0 0.0 -0.1 0.10
H -3.275 1.243 5.166 0.0 0.0 0.0 0.09
H -1.674 1.550 4.463 0.0 0.0 0.0 0.07
H -2.420 -0.041 4.291 0.0 0.0 0.0 0.06
H -4.101 -2.790 2.754 0.0 0.0 0.0 0.08
H -3.803 -3.429 5.111 0.0 0.0 0.0 0.06
H -1.596 -2.963 6.216 0.0 0.0 0.0 0.08
H 0.227 -1.920 4.979 -0.1 0.0 0.0 0.09
H 0.158 -0.828 1.393 0.1 0.0 0.0 -0.04
H 1.159 -0.914 2.946 -0.1 -0.1 -0.1 0.03
O -0.884 1.690 -1.907 -0.8 2.1 -0.9 -0.37
N -0.674 2.850 -1.399 0.1 -0.1 -0.1 -0.38
C -0.491 3.936 -2.033 0.0 0.6 0.0 -0.08
C -0.188 5.055 -1.130 -0.1 -0.3 -0.2 -0.22
C 0.013 6.352 -1.574 0.0 0.2 0.0 -0.04
C 0.335 7.354 -0.667 0.0 0.0 -0.2 -0.09
C 0.478 7.044 0.673 0.0 0.0 0.1 -0.09
C 0.298 5.737 1.117 0.0 0.0 0.0 -0.06
C -0.060 4.728 0.233 0.1 -0.1 -0.2 -0.24
P -0.185 2.908 0.566 -0.5 0.6 1.4 0.77
C -1.922 2.348 0.876 0.1 -0.4 0.0 -0.25
C -2.313 1.141 1.752 -0.3 0.1 -0.1 -0.14
C -4.631 0.738 2.885 0.1 0.0 0.0 -0.04
C -5.566 1.229 2.090 -0.1 0.2 -0.2 -0.07
C -5.224 2.484 1.300 0.3 -0.1 0.1 -0.20
C -2.897 2.865 0.139 -0.4 0.1 0.0 -0.05
C 0.277 2.918 2.401 0.0 0.4 0.0 -0.34
C -0.523 3.705 3.234 0.0 -0.1 0.0 -0.16
C -0.240 3.868 4.584 0.0 0.0 -0.1 -0.10
C 0.858 3.219 5.137 0.0 0.0 -0.1 -0.10
C 1.645 2.407 4.333 -0.1 0.0 0.0 -0.08
C 1.358 2.260 2.977 -0.1 -0.1 0.1 -0.12
H -2.263 1.217 -2.740 -0.3 -0.1 -0.2 0.04
H -0.536 3.987 -3.117 0.0 0.1 0.1 0.14
H -0.074 6.568 -2.633 0.0 0.0 0.0 0.11
H 0.500 8.369 -1.012 0.0 0.0 0.0 0.10
H 0.758 7.815 1.383 0.0 -0.1 0.0 0.10
H 0.464 5.517 2.160 0.0 0.0 0.0 0.09
H -1.425 0.686 2.193 0.0 0.0 0.0 0.09
H -4.754 -0.184 3.450 0.0 0.1 -0.1 0.12
H -6.529 0.747 1.943 0.1 0.0 0.0 0.11
H -6.128 2.927 0.887 0.0 0.0 -0.1 0.12
H -2.749 3.729 -0.498 0.0 -0.1 -0.1 0.12
H -1.386 4.203 2.805 0.0 0.0 0.0 0.10
H -0.879 4.489 5.204 0.0 0.0 0.0 0.10
H 1.087 3.333 6.191 0.0 0.0 0.0 0.09
H 2.493 1.879 4.755 -0.1 0.0 0.0 0.10
H 1.985 1.610 2.385 0.0 0.0 0.0 0.03
C 1.070 -6.122 -2.476 -0.1 0.1 -0.1 -0.05
N 0.315 -5.120 -3.196 0.1 -0.1 0.0 -0.14
C -0.683 -5.383 -4.135 0.2 -0.2 0.2 -0.08
C -1.177 -4.195 -4.521 0.1 0.3 0.1 -0.07
N -0.479 -3.225 -3.833 0.1 -0.7 0.1 0.07
C 0.437 -3.769 -3.002 -0.3 -0.3 -0.2 -0.81
S 1.469 -2.959 -1.946 0.1 -0.2 -0.1 0.58
H 1.467 -6.861 -3.172 0.0 0.0 0.0 0.08
H 0.447 -6.618 -1.730 0.0 0.0 0.0 0.09
H 1.887 -5.618 -1.968 0.0 0.0 0.0 0.04
H -0.942 -6.386 -4.427 0.0 0.1 0.0 0.10
H -1.975 -3.950 -5.203 0.1 0.1 0.1 0.12
H -0.694 -2.221 -3.847 0.1 0.3 -0.4 0.05
I 2.046 2.154 -0.377 0.5 -0.2 0.2 0.58
I 4.958 1.924 -1.400 0.1 0.0 -0.1 -0.45
O -1.266 -0.761 -4.123 -0.2 0.5 0.0 -0.34
S -2.493 -0.791 -3.307 -0.4 -0.2 -0.4 0.36
O -3.582 -1.509 -3.920 0.1 0.1 0.1 -0.30
O -2.145 -1.212 -1.951 -1.7 -0.6 -1.1 -0.54
O -2.996 0.711 -3.200 0.3 0.1 0.1 -0.19
```
Positions in Å, forces in eV/Å.



[6]
Formula: C2H3N3
Source: the Open Molecules 2025 dataset
Level of theory: ωB97M-V/def2-TZVPD

- LUMO energy (hartree) = 0.0446
- HOMO energy (Eh) = -0.379
- SMILES = c1cn[nH]n1
- electronic energy (eV) = -6591.87375
- ΔE to the lowest compared entry with this formula, charge and spin (kcal per mole) = 16.2

The geometry in XYZ format:
```
8
Properties=species:S:1:pos:R:3:forces:R:3:nbo_charge:R:1
C 0.479 -0.818 0.304 0.0 -0.1 0.0 -0.10
C -0.766 -0.236 0.611 -0.1 0.0 0.0 -0.10
N -0.869 0.915 -0.034 0.2 -0.2 -0.1 -0.23
N 0.303 1.018 -0.649 0.0 -0.1 -0.5 -0.17
N 1.131 -0.005 -0.509 -0.3 -0.3 0.0 -0.23
H 0.881 -1.785 0.559 0.0 0.2 0.2 0.22
H -1.577 -0.598 1.223 0.1 0.0 0.0 0.22
H 0.390 1.539 -1.504 0.0 0.6 0.2 0.40
```
Positions in Å, forces in eV/Å.



- Look up the electronic energy of the third one.
  -32062.31201 eV